Entry from the Open Molecules 2025 dataset: the molecule C6H10O2 (ωB97M-V with the def2-TZVPD basis set).

Cartesian coordinates (Å):
C -0.93 1.92 -2.15
C -0.35 0.37 -0.45
C 0.10 -0.75 0.17
C 0.55 -1.97 -0.63
C 0.13 -0.82 1.65
C 0.64 0.27 2.53
H -0.26 2.66 -1.69
H -1.96 1.99 -1.88
H -0.85 2.03 -3.21
H -0.76 1.20 0.12
H 1.44 -2.35 -0.27
H 0.69 -1.68 -1.65
H -0.28 -2.65 -0.64
H -0.61 -1.40 2.09
H 0.50 0.40 3.60
H 1.05 1.16 1.99
O -0.51 0.57 -1.78
O 1.39 -0.94 2.21

As for the SMILES: CO/C=C(\C)[C@@H]1CO1. The relative energy (zero: lowest compared OMol25 entry of this formula, charge and spin) is 65.0 kcal per mole. The frontier orbital gap comes out at 9.41 eV.

Mulliken charges, unit e, in atom order: -0.75 -0.25 0.25 -1.36 -0.02 -0.36 0.34 0.33 0.25 0.44 0.38 0.38 0.30 0.40 0.30 0.23 -0.41 -0.44

Entry from the Open Molecules 2025 dataset: a 3-piece molecular cluster, C6H10O2 overall (ωB97M-V with the def2-TZVPD basis set).

Cartesian coordinates (Å):
C -1.94 -0.96 2.15
C -0.59 -1.32 2.09
C 0.32 -0.75 1.05
C 0.58 0.89 -0.70
C -0.23 0.82 -1.94
C 0.58 1.56 -3.00
H -2.45 -0.25 1.43
H -2.83 -1.80 2.96
H -0.06 -2.18 2.33
H 1.49 0.24 -0.71
H 0.51 1.84 -0.68
H -1.05 1.36 -1.87
H -0.13 -0.29 -2.13
H 1.83 0.77 -3.40
H 0.92 2.74 -2.92
H 0.15 1.93 -4.09
O 1.51 -0.89 1.09
O -0.34 0.17 0.31

The relative energy (zero: lowest compared OMol25 entry of this formula, charge and spin) is 161.5 kcal per mole. The frontier orbital gap comes out at 10.53 eV.

Mulliken charges, unit e, in atom order: -0.54 -0.45 0.75 -0.79 -0.23 -1.07 0.30 0.19 0.39 0.42 0.50 0.37 0.25 0.19 0.27 0.31 -0.57 -0.30

Entry from the Open Molecules 2025 dataset: C6H10O2 as an isolated structure (ωB97M-V with the def2-TZVPD basis set).

Cartesian coordinates (Å):
C 0.73 -0.74 -0.43
C 0.65 -0.35 -1.87
C 2.10 -0.81 0.18
C -1.87 1.27 1.50
C -1.37 1.07 0.11
C -0.35 -1.05 0.34
O -1.19 1.82 -0.78
O -0.63 -1.58 1.39
H -1.41 -0.31 -0.19
H -0.38 -0.35 -2.24
H 2.06 -0.98 1.26
H 1.26 -1.03 -2.48
H 1.03 0.66 -2.04
H 2.64 0.12 -0.02
H 2.68 -1.62 -0.26
H -2.24 2.29 1.60
H -1.08 1.07 2.22
H -2.65 0.53 1.71

The relative energy (zero: lowest compared OMol25 entry of this formula, charge and spin) is 78.7 kcal per mole. The frontier orbital gap comes out at 7.61 eV.

Mulliken charges, unit e, in atom order: 0.73 -1.33 -1.32 -1.18 0.73 0.27 -0.40 -0.55 0.01 0.33 0.33 0.40 0.32 0.32 0.31 0.37 0.32 0.34

Entry from the Open Molecules 2025 dataset: a 3-piece molecular cluster, C6H10O2 overall (ωB97M-V with the def2-TZVPD basis set).

Cartesian coordinates (Å):
C -0.02 0.03 0.02
C 1.92 -1.03 0.36
C 2.78 -0.11 -0.48
C -0.28 -1.03 0.83
C -2.10 0.55 -0.15
C -2.83 1.45 0.52
O -2.50 -0.04 -1.32
O -0.70 -1.88 1.48
H -3.38 0.27 -1.59
H 0.27 0.95 0.48
H 0.01 -0.13 -1.05
H 1.87 -2.04 -0.03
H 2.19 -1.03 1.41
H -2.48 1.87 1.45
H -3.81 1.79 0.17
H 3.83 -0.44 -0.49
H 2.78 0.91 -0.09
H 2.45 -0.08 -1.52

The relative energy (zero: lowest compared OMol25 entry of this formula, charge and spin) is 151.8 kcal per mole. The frontier orbital gap (alpha / beta) comes out at 7.35 / 7.35 eV.

Mulliken charges, unit e, in atom order: -0.62 -0.83 -1.00 0.83 0.31 -0.99 -0.48 -0.34 0.28 0.36 0.33 0.36 0.38 0.23 0.24 0.34 0.29 0.31

Entry from the Open Molecules 2025 dataset: the molecule C6H10O2 (ωB97M-V with the def2-TZVPD basis set).

Cartesian coordinates (Å):
O -1.01 0.32 -2.28
C 0.15 0.45 -2.01
O 1.13 -0.03 -2.83
C 0.75 1.04 -0.78
C 0.97 -0.05 0.34
C -0.22 -0.27 1.21
C -0.26 0.21 2.44
C -1.41 -1.02 0.63
H 0.65 -0.44 -3.57
H 1.72 1.48 -1.01
H 0.09 1.81 -0.40
H 1.29 -0.94 -0.18
H 1.81 0.32 0.94
H -1.10 0.08 3.10
H 0.59 0.74 2.86
H -2.30 -0.40 0.56
H -1.18 -1.44 -0.34
H -1.65 -1.85 1.31

As for the SMILES: C=C(C)CCC(=O)O. The relative energy (zero: lowest compared OMol25 entry of this formula, charge and spin) is 2.7 kcal per mole. The frontier orbital gap comes out at 10.20 eV.

Mulliken charges, unit e, in atom order: -0.54 0.48 -0.46 -0.50 -0.98 0.87 -1.03 -1.29 0.34 0.36 0.37 0.44 0.35 0.32 0.26 0.29 0.31 0.40

Entry from the Open Molecules 2025 dataset: the molecule C6H10O2 (ωB97M-V with the def2-TZVPD basis set).

Cartesian coordinates (Å):
C -0.32 0.36 0.10
C -1.52 0.56 0.51
C 1.67 -0.56 1.25
C 1.66 -0.11 -1.13
C -3.36 -0.39 -0.39
C 1.15 0.36 0.16
O 1.70 1.66 0.42
O -2.82 0.38 0.60
H 2.59 -0.14 1.65
H 1.01 -0.44 2.11
H 1.59 -1.64 1.18
H 2.73 -0.22 -0.97
H 1.30 -1.10 -1.35
H 1.69 0.79 -1.83
H -3.83 -1.34 0.00
H -2.61 -0.67 -1.18
H -4.21 0.21 -0.83
H 1.58 2.29 -0.33

As for the SMILES: COC#CC(C)(C)O. The relative energy (zero: lowest compared OMol25 entry of this formula, charge and spin) is 97.7 kcal per mole. The frontier orbital gap comes out at 9.62 eV.

Mulliken charges, unit e, in atom order: -0.65 0.29 -1.52 -1.30 -0.56 1.46 -0.58 -0.40 0.37 0.40 0.38 0.40 0.38 0.28 0.22 0.27 0.20 0.34

Entry from the Open Molecules 2025 dataset: the molecule C6H10O2 (ωB97M-V with the def2-TZVPD basis set).

Cartesian coordinates (Å):
C -0.76 0.74 1.21
C -1.11 -0.09 -1.75
C -0.08 1.36 2.42
C 1.18 -1.31 -1.62
C 0.03 -0.42 -0.86
C 0.23 -0.28 0.43
O 2.22 -1.73 -0.86
O 1.11 -1.62 -2.79
H 2.79 -2.23 -1.49
H 1.09 -0.62 1.00
H -1.16 1.54 0.59
H -1.60 0.13 1.53
H -1.97 0.33 -1.22
H -0.80 0.62 -2.52
H -1.45 -1.00 -2.26
H -0.78 1.98 2.98
H 0.32 0.59 3.09
H 0.76 2.00 2.12

As for the SMILES: CC/C=C(\C)C(=O)O. The relative energy (zero: lowest compared OMol25 entry of this formula, charge and spin) is 11.0 kcal per mole. The frontier orbital gap comes out at 10.59 eV.

Mulliken charges, unit e, in atom order: -0.28 -1.28 -1.37 0.44 0.38 -0.26 -0.44 -0.59 0.33 0.39 0.35 0.30 0.38 0.29 0.32 0.36 0.34 0.34

Entry from the Open Molecules 2025 dataset: the molecule C6H10O2 (ωB97M-V with the def2-TZVPD basis set).

Cartesian coordinates (Å):
C 2.05 1.95 0.09
C 0.00 0.60 0.01
C 0.42 0.09 -1.35
C -1.19 0.27 0.63
C -1.84 -1.01 0.52
C -1.15 -2.31 0.85
H 2.43 2.61 0.88
H 2.72 1.09 0.03
H 1.93 2.39 -0.90
H -0.49 -0.17 -1.92
H 0.89 0.92 -1.91
H 1.20 -0.71 -1.28
H -1.67 1.00 1.25
H -2.94 -0.87 0.66
H -0.07 -2.31 1.07
H -1.67 -3.18 1.30
O 0.76 1.57 0.56
O -1.38 -1.91 -0.49

As for the SMILES: CO/C(C)=C/[C@@H]1CO1. The relative energy (zero: lowest compared OMol25 entry of this formula, charge and spin) is 73.8 kcal per mole. The frontier orbital gap comes out at 8.64 eV.

Mulliken charges, unit e, in atom order: -0.73 0.71 -1.18 -0.79 0.10 -0.35 0.24 0.30 0.32 0.31 0.44 0.26 0.40 0.34 0.21 0.25 -0.40 -0.42

Entry from the Open Molecules 2025 dataset: the molecule C6H10O2 (ωB97M-V with the def2-TZVPD basis set).

Cartesian coordinates (Å):
C 0.25 0.41 -0.15
C 0.22 -0.77 0.67
C 0.33 0.78 -1.78
C 0.13 -0.59 2.16
C 0.20 -2.24 0.27
C -0.62 1.94 -2.04
O 0.14 1.65 0.59
O 1.05 0.24 -2.49
H 1.09 -0.31 2.67
H -0.20 -1.53 2.51
H -0.63 0.15 2.39
H 0.87 -2.81 0.76
H 0.37 -2.34 -0.80
H -0.85 -2.57 0.26
H -1.58 1.46 -2.42
H -0.24 2.56 -2.93
H -0.79 2.56 -1.16
H 0.26 1.40 1.49

As for the expectation value of S²: 2.008. The relative energy (zero: lowest compared OMol25 entry of this formula, charge and spin) is 0.0 kcal per mole. Its spin multiplicity is 3. The frontier orbital gap (alpha / beta) comes out at 6.05 / 7.93 eV.

Mulliken charges, unit e, in atom order: -0.07 1.09 0.45 -1.56 -1.46 -0.88 -0.54 -0.48 0.30 0.41 0.47 0.45 0.36 0.35 0.21 0.27 0.33 0.31

Entry from the Open Molecules 2025 dataset: an isolated ion of composition C6H10O2P and charge -1 (ωB97M-V with the def2-TZVPD basis set).

Cartesian coordinates (Å):
C 1.45 0.78 0.23
C -0.63 0.19 -1.61
C 0.39 0.23 0.82
C -0.74 -0.39 -0.16
C 0.27 0.26 2.37
C -2.23 -0.03 0.13
O 1.69 1.04 -2.91
O 1.99 -1.29 -1.70
P 1.10 0.19 -1.84
H 2.39 1.14 0.60
H -0.96 -0.36 -2.48
H -0.60 -1.49 0.03
H 0.40 -0.72 2.73
H -0.62 0.65 2.90
H 1.15 0.83 2.73
H -2.15 0.92 0.68
H -2.80 -0.68 0.70
H -2.73 0.01 -0.82
H 2.62 -1.26 -2.40

As for the charge: -1. As for the SMILES: CC1=C[P@@]([O-])(O)=C[C@@H]1C. The relative energy (zero: lowest compared OMol25 entry of this formula, charge and spin) is 74.6 kcal per mole. The frontier orbital gap comes out at 6.89 eV.

Mulliken charges, unit e, in atom order: -0.77 -0.97 0.13 0.78 -1.20 -1.35 -0.74 -0.57 0.62 0.40 0.17 0.28 0.29 0.26 0.33 0.31 0.40 0.34 0.27

Entry from the Open Molecules 2025 dataset: a 2-piece molecular cluster, C6H10O2S overall (ωB97M-V with the def2-TZVPD basis set).

Cartesian coordinates (Å):
C 1.94 2.36 -0.54
C 1.45 -0.25 1.04
C -2.85 -0.56 1.70
C 1.93 1.14 -1.09
C 1.39 -0.06 -0.29
C 0.90 -1.09 -1.16
O -2.76 -0.46 -1.16
O 0.53 -1.01 -2.31
S -1.85 -0.79 0.42
H 2.47 3.12 -1.23
H 1.59 2.54 0.38
H 1.13 -1.20 1.45
H 1.85 0.63 1.53
H -3.62 -1.37 1.75
H -3.00 0.47 2.13
H 2.33 0.91 -2.09
H -1.96 -0.57 -1.76
H 0.73 -2.09 -0.64
H -1.24 0.40 0.49

The relative energy (zero: lowest compared OMol25 entry of this formula, charge and spin) is 101.3 kcal per mole. The frontier orbital gap comes out at 7.77 eV.

Mulliken charges, unit e, in atom order: -0.82 -0.66 -0.60 -0.22 0.76 -0.35 -0.55 -0.47 0.15 0.19 0.38 0.33 0.22 0.23 0.23 0.29 0.33 0.35 0.21

Entry from the Open Molecules 2025 dataset: the molecule C6H10O3 (ωB97M-V with the def2-TZVPD basis set).

Cartesian coordinates (Å):
C 0.63 0.14 -2.41
C 0.51 -0.44 -1.17
C -0.38 -1.72 -0.93
C -0.94 -0.72 0.95
C -0.13 1.10 1.95
C 0.64 1.32 0.56
H 0.01 -0.24 -3.23
H 1.22 1.04 -2.54
H -0.97 -2.05 -1.80
H 0.33 -2.49 -0.61
H -0.04 -1.20 1.28
H -0.99 0.12 0.29
H 0.57 0.60 2.65
H -0.41 2.06 2.43
H 1.50 1.99 0.76
H -0.02 1.82 -0.17
O -1.47 -1.69 0.06
O -1.28 0.24 1.99
O 1.22 0.13 -0.08

As for the SMILES: C=C1COCOCCO1. The relative energy (zero: lowest compared OMol25 entry of this formula, charge and spin) is 138.9 kcal per mole. The frontier orbital gap comes out at 10.15 eV.

Mulliken charges, unit e, in atom order: -0.98 0.62 -0.45 -0.61 -0.40 -0.68 0.27 0.30 0.41 0.32 0.53 0.46 0.33 0.36 0.36 0.39 -0.42 -0.41 -0.40

Entry from the Open Molecules 2025 dataset: C6H10O3S as an isolated structure (ωB97M-V with the def2-TZVPD basis set).

Cartesian coordinates (Å):
C -0.31 3.03 0.17
C -0.18 1.84 -0.45
C 0.60 -1.94 -0.33
C -0.13 0.50 0.11
C -0.47 -0.83 -0.49
C -1.76 -1.19 0.32
O 2.96 0.68 -0.72
O 2.64 -0.25 1.45
O 1.95 -1.59 -0.71
S 2.16 -0.16 0.07
H -0.51 3.86 -0.34
H -0.45 3.07 1.24
H -0.14 2.00 -1.50
H 0.65 -2.28 0.73
H 0.17 -2.93 -0.88
H -0.02 0.39 1.25
H -0.83 -0.61 -1.55
H -2.49 -0.33 0.12
H -1.54 -1.10 1.42
H -2.28 -2.16 0.10

The relative energy (zero: lowest compared OMol25 entry of this formula, charge and spin) is 61.3 kcal per mole. The frontier orbital gap (alpha / beta) comes out at 8.24 / 8.24 eV.

Mulliken charges, unit e, in atom order: -0.96 -0.03 -0.59 -0.47 0.62 -1.34 -0.57 -0.60 -0.30 1.00 0.36 0.27 0.33 0.36 0.31 0.37 0.21 0.34 0.35 0.34

Entry from the Open Molecules 2025 dataset: the molecule C6H10OS4 (ωB97M-V with the def2-TZVPD basis set).

Cartesian coordinates (Å):
C 0.72 0.79 0.43
C -0.96 -0.52 -0.85
C -0.71 0.76 0.16
C 1.40 -0.50 -0.03
C -2.41 -0.92 -0.89
C 2.43 -0.94 0.93
O 1.28 1.67 1.02
S 0.20 -1.76 -0.21
S -1.37 0.53 1.95
S -1.27 2.37 -0.47
S 2.02 0.23 -1.70
H -0.74 -0.18 -1.85
H -2.33 -1.66 -1.65
H -3.00 -0.01 -1.15
H -2.71 -1.30 0.02
H 1.81 -1.09 1.81
H 3.27 -0.19 1.05
H 2.84 -1.88 0.62
H -2.68 0.34 1.62
H -0.24 2.74 0.34
H 2.43 1.52 -1.16

As for the SMILES: C[C@@H]1S[C@@](C)(S)C(=O)C1(S)S. The relative energy (zero: lowest compared OMol25 entry of this formula, charge and spin) is 0.0 kcal per mole. The frontier orbital gap comes out at 8.97 eV.

Mulliken charges, unit e, in atom order: -1.10 -0.04 0.91 1.28 -1.60 -1.51 -0.57 -0.17 -0.14 -0.24 -0.27 0.53 0.48 0.31 0.47 0.44 0.26 0.42 0.13 0.21 0.20